1.
# C11H20N2O3

The molecule C11H20N2O3 (wB97M-V/def2-TZVPD, the OMol25 dataset).

Last column: natural (NBO) charge in e.
Atoms and positions in Å:
C  3.779  1.138  0.067  -0.601
C  2.384  1.471  -0.499  -0.416
C  1.629  0.235  -0.890  -0.210
C  2.211  -0.466  -2.160  -0.616
C  0.102  0.459  -1.030  -0.155
N  -0.607  -0.741  -1.230  -0.628
C  -1.371  -1.420  -0.348  0.684
O  -2.105  -2.334  -0.677  -0.612
C  -1.255  -0.879  1.108  -0.156
C  -1.752  -1.991  2.055  -0.432
C  -2.977  -1.381  2.784  -0.416
C  -2.945  0.187  2.561  -0.222
N  -2.168  0.342  1.267  -0.634
C  -0.092  1.270  -2.343  0.805
O  -0.190  0.836  -3.454  -0.606
O  -0.033  2.593  -2.134  -0.675
H  3.720  0.386  0.882  0.201
H  4.509  0.734  -0.666  0.204
H  4.245  2.045  0.467  0.212
H  2.501  2.218  -1.219  0.211
H  1.904  2.053  0.288  0.208
H  1.680  -0.467  -0.042  0.207
H  1.529  -1.126  -2.643  0.216
H  3.066  -1.028  -1.832  0.218
H  2.502  0.317  -2.896  0.210
H  -0.299  1.095  -0.220  0.259
H  -0.582  -1.041  -2.212  0.424
H  -0.242  -0.460  1.239  0.200
H  -0.946  -2.297  2.720  0.208
H  -2.089  -2.933  1.569  0.250
H  -3.841  -1.817  2.304  0.208
H  -2.992  -1.722  3.889  0.211
H  -3.908  0.652  2.448  0.206
H  -2.371  0.701  3.363  0.186
H  -2.763  0.402  0.477  0.359
H  -0.233  2.971  -2.995  0.495

Summary:
* E_tot: -20854.4285 eV
* structure (SMILES): CC[C@H](C)[C@H](NC(=O)[C@@H]1CCCN1)C(=O)O
* E_HOMO: -9.14 eV
* Kohn-Sham gap: 9.79 eV
* energy relative to the best compared isomer or geometry (same formula, charge and spin): 24.7 kcal per mole

---

2.
# C11H20N2O3

The molecule C11H20N2O3 (wB97M-V/def2-TZVPD, the OMol25 dataset).

Last column: natural (NBO) charge in e.
Atoms and positions in Å:
C  2.679  -0.079  1.743  -0.597
C  2.232  0.684  0.508  -0.231
C  2.963  1.947  0.191  -0.622
C  2.119  -0.246  -0.755  -0.416
C  0.970  -1.219  -0.831  -0.109
N  1.251  -2.239  -1.876  -0.784
C  -0.343  -0.624  -1.032  0.648
O  -0.486  0.301  -1.826  -0.667
N  -1.315  -0.631  -0.193  -0.406
C  -1.680  -1.679  0.692  -0.225
C  -3.263  -1.306  1.014  -0.406
C  -3.313  0.304  0.726  -0.441
C  -2.315  0.433  -0.355  -0.128
C  -1.656  1.892  -0.396  0.823
O  -0.733  2.245  0.344  -0.621
O  -2.051  2.590  -1.426  -0.704
H  3.737  -0.338  1.694  0.197
H  2.580  0.594  2.708  0.207
H  2.076  -1.041  1.776  0.199
H  1.148  0.936  0.798  0.223
H  3.774  1.738  -0.536  0.208
H  2.219  2.668  -0.132  0.227
H  3.311  2.482  1.082  0.211
H  1.835  0.442  -1.513  0.230
H  2.913  -0.913  -1.045  0.227
H  0.910  -1.876  0.053  0.182
H  0.379  -2.782  -1.890  0.336
H  1.080  -1.764  -2.760  0.351
H  -1.192  -1.667  1.738  0.184
H  -1.260  -2.621  0.342  0.215
H  -4.056  -1.921  0.383  0.219
H  -3.453  -1.693  2.126  0.224
H  -4.166  0.798  0.262  0.247
H  -2.810  0.727  1.615  0.229
H  -2.590  0.558  -1.394  0.247
H  -1.494  3.300  -1.837  0.525

Summary:
* E_tot: -20851.6439 eV
* structure (SMILES): CC(C)C[C@H](N)C(=O)N1CCC[C@H]1C(=O)O
* E_HOMO: -9.35 eV
* Kohn-Sham gap: 9.97 eV
* energy relative to the best compared isomer or geometry (same formula, charge and spin): 88.9 kcal per mole

---

3.
# C11H20N2OPPd

A structure of composition C11H20N2OPPd (wB97M-V/def2-TZVPD, the OMol25 dataset).

Last column: natural (NBO) charge in e.
Atoms and positions in Å:
C  -0.091  -2.569  -1.975  -0.354
C  0.533  -2.076  -3.169  -0.055
C  -0.430  -1.438  -3.984  -0.231
C  -1.695  -1.442  -3.297  -0.206
C  -1.468  -2.181  -2.076  -0.074
Pd  0.389  -2.296  0.876  0.395
P  2.058  -3.628  1.585  0.099
H  0.395  -3.313  -1.264  0.238
H  1.582  -2.217  -3.294  0.228
H  -0.294  -1.003  -5.028  0.253
H  -2.248  -2.455  -1.349  0.240
H  -2.647  -1.013  -3.689  0.252
H  3.255  -2.885  1.736  0.020
H  2.601  -4.634  0.698  0.054
H  2.076  -4.355  2.779  0.061
C  -1.841  -0.254  0.779  -0.424
N  -1.049  0.882  1.200  -0.426
C  -1.732  2.144  1.457  -0.205
C  -0.753  3.070  2.122  -0.425
C  0.385  3.321  1.174  -0.206
N  0.969  2.043  0.819  -0.417
C  2.279  2.077  0.198  -0.409
C  0.279  0.858  0.913  0.821
O  0.918  -0.227  0.676  -0.791
H  -1.674  -0.505  -0.271  0.197
H  -2.855  0.064  0.958  0.223
H  -1.607  -1.155  1.362  0.193
H  -2.098  2.568  0.507  0.196
H  -2.573  1.925  2.103  0.222
H  -0.392  2.674  3.089  0.226
H  -1.264  4.012  2.339  0.240
H  1.144  3.936  1.639  0.220
H  0.024  3.829  0.270  0.195
H  2.239  2.642  -0.741  0.203
H  2.997  2.547  0.862  0.207
H  2.588  1.056  -0.004  0.240

Summary:
* <S²>: 6.03
* E_tot: -29514.5166 eV
* net charge: +1
* E_HOMO (alpha / beta): -7.80 / -11.49 eV
* Kohn-Sham gap (alpha / beta): 5.65 / 5.01 eV
* energy relative to the best compared isomer or geometry (same formula, charge and spin): 11.0 kcal per mole
* spin multiplicity: 5

---

4.
# C11H20N2OPY

A structure of composition C11H20N2OPY (wB97M-V/def2-TZVPD, the OMol25 dataset).

Last column: natural (NBO) charge in e.
Atoms and positions in Å:
C  -0.512  -3.906  -0.475  -0.469
C  0.733  -4.596  -0.310  -0.287
C  1.214  -4.358  1.006  -0.326
C  0.162  -3.727  1.748  -0.295
C  -0.877  -3.338  0.823  -0.484
Y  -1.258  -1.069  -0.977  0.996
P  -3.462  -0.695  -2.699  -0.146
H  -1.268  -4.097  -1.247  0.214
H  1.270  -5.069  -1.143  0.203
H  2.220  -4.563  1.377  0.204
H  -1.912  -3.048  1.082  0.198
H  0.159  -3.443  2.809  0.200
H  -4.723  -1.093  -2.043  -0.027
H  -3.589  -1.583  -3.862  0.051
H  -3.916  0.554  -3.306  -0.014
C  1.405  -0.238  -0.722  -0.470
N  1.310  1.126  -0.144  -0.410
C  2.337  2.150  -0.360  -0.204
C  1.685  3.519  -0.262  -0.432
C  0.694  3.727  0.865  -0.199
N  -0.112  2.530  1.077  -0.411
C  -1.240  2.598  2.010  -0.411
C  0.106  1.424  0.380  0.813
O  -0.873  0.565  0.201  -0.877
H  0.973  -0.978  0.019  0.226
H  2.460  -0.502  -0.866  0.244
H  0.914  -0.279  -1.750  0.155
H  3.170  2.031  0.363  0.206
H  2.743  2.017  -1.377  0.224
H  1.135  3.697  -1.194  0.220
H  2.470  4.280  -0.182  0.237
H  -0.003  4.539  0.589  0.212
H  1.181  4.000  1.820  0.200
H  -0.880  2.597  3.058  0.208
H  -1.834  3.508  1.813  0.204
H  -1.880  1.721  1.878  0.251

Summary:
* E_tot: -27085.6447 eV
* E_HOMO (alpha / beta): -4.09 / -4.26 eV
* Kohn-Sham gap (alpha / beta): 4.05 / 4.38 eV

---

5.
# C11H20N3P2W

A structure of composition C11H20N3P2W (wB97M-V/def2-TZVPD, the OMol25 dataset).

Last column: natural (NBO) charge in e.
Atoms and positions in Å:
C  0.363  -0.640  -2.399  -0.243
C  -0.576  -1.654  -2.695  -0.289
C  -0.405  -2.704  -1.751  -0.080
C  0.825  -2.510  -1.079  -0.372
C  1.220  -1.153  -1.306  -0.113
W  -1.826  0.923  1.408  0.188
P  -0.659  2.734  0.635  0.212
H  0.477  0.321  -2.877  0.222
H  -1.329  -1.601  -3.479  0.232
H  -1.063  -3.585  -1.663  0.223
H  1.973  -0.602  -0.772  0.207
H  1.302  -3.201  -0.386  0.224
H  -0.924  4.020  1.228  0.013
H  -0.807  3.093  -0.770  0.014
H  0.807  2.736  0.634  0.025
C  1.477  -0.898  4.841  -0.077
N  1.302  0.520  4.468  -0.448
C  0.050  1.057  5.059  -0.080
N  -1.145  0.241  4.803  -0.433
C  -0.884  -1.212  5.072  -0.074
N  0.336  -1.743  4.452  -0.437
C  0.230  -1.885  2.980  -0.538
P  -0.128  -0.227  2.206  0.903
C  1.360  0.700  3.023  -0.497
C  -1.691  0.351  3.416  -0.440
H  1.578  -0.954  5.935  0.220
H  2.390  -1.280  4.344  0.211
H  -0.104  2.078  4.720  0.212
H  0.213  1.044  6.154  0.224
H  -1.751  -1.776  4.704  0.206
H  -0.778  -1.336  6.166  0.229
H  1.169  -2.266  2.562  0.246
H  -0.574  -2.584  2.717  0.240
H  1.357  1.773  2.773  0.229
H  2.276  0.248  2.619  0.231
H  -2.549  -0.342  3.366  0.215
H  -1.988  1.435  3.101  0.195

Summary:
* <S²>: 2.04
* E_tot: -36588.4129 eV
* net charge: +1
* E_HOMO (alpha / beta): -10.45 / -10.80 eV
* Kohn-Sham gap (alpha / beta): 6.11 / 6.43 eV
* energy relative to the best compared isomer or geometry (same formula, charge and spin): 60.7 kcal per mole
* spin multiplicity: 3

---

6.
# C11H20N4O2

The molecule C11H20N4O2 (wB97M-V/def2-TZVPD, the OMol25 dataset).

Last column: natural (NBO) charge in e.
Atoms and positions in Å:
C  3.531  3.358  -1.998  -0.599
C  2.635  2.217  -2.465  -0.393
C  2.304  1.260  -1.323  -0.405
C  1.421  0.105  -1.803  -0.226
N  1.057  -0.793  -0.719  -0.430
C  -0.047  -0.559  0.068  0.433
N  -0.822  0.547  -0.181  -0.810
C  -0.425  -1.451  1.037  -0.130
N  -1.570  -1.187  1.831  -0.643
C  -2.852  -1.515  1.206  -0.213
C  -3.998  -0.959  2.048  -0.400
C  -3.939  0.560  2.156  -0.615
C  0.377  -2.609  1.318  0.641
O  0.161  -3.429  2.192  -0.630
N  1.500  -2.720  0.499  -0.631
C  1.876  -1.892  -0.520  0.794
O  2.854  -2.100  -1.204  -0.634
H  3.758  4.026  -2.825  0.212
H  4.466  2.968  -1.604  0.206
H  3.043  3.935  -1.215  0.200
H  3.136  1.663  -3.260  0.203
H  1.710  2.626  -2.878  0.191
H  3.227  0.841  -0.918  0.219
H  1.811  1.810  -0.516  0.185
H  0.511  0.468  -2.285  0.203
H  1.985  -0.494  -2.523  0.250
H  -0.357  1.364  -0.542  0.390
H  -1.459  0.726  0.584  0.417
H  -1.479  -1.726  2.690  0.392
H  -2.870  -1.064  0.210  0.186
H  -2.979  -2.601  1.086  0.183
H  -4.944  -1.262  1.595  0.205
H  -3.949  -1.395  3.048  0.197
H  -4.754  0.930  2.773  0.212
H  -2.998  0.863  2.610  0.213
H  -4.020  1.016  1.171  0.194
H  2.097  -3.525  0.655  0.430

Summary:
* E_tot: -21788.8362 eV
* structure (SMILES): CCCCn1c(N)c(NCCC)c(=O)[nH]c1=O
* E_HOMO: -7.92 eV
* Kohn-Sham gap: 8.60 eV
* energy relative to the best compared isomer or geometry (same formula, charge and spin): 0.0 kcal per mole

---

- The highest E_tot belongs to which entry?
  number 2

---

What did the third record say?
# C11H20N2OPPd

A structure of composition C11H20N2OPPd (wB97M-V/def2-TZVPD, the OMol25 dataset).

Last column: natural (NBO) charge in e.
Atoms and positions in Å:
C  -0.091  -2.569  -1.975  -0.354
C  0.533  -2.076  -3.169  -0.055
C  -0.430  -1.438  -3.984  -0.231
C  -1.695  -1.442  -3.297  -0.206
C  -1.468  -2.181  -2.076  -0.074
Pd  0.389  -2.296  0.876  0.395
P  2.058  -3.628  1.585  0.099
H  0.395  -3.313  -1.264  0.238
H  1.582  -2.217  -3.294  0.228
H  -0.294  -1.003  -5.028  0.253
H  -2.248  -2.455  -1.349  0.240
H  -2.647  -1.013  -3.689  0.252
H  3.255  -2.885  1.736  0.020
H  2.601  -4.634  0.698  0.054
H  2.076  -4.355  2.779  0.061
C  -1.841  -0.254  0.779  -0.424
N  -1.049  0.882  1.200  -0.426
C  -1.732  2.144  1.457  -0.205
C  -0.753  3.070  2.122  -0.425
C  0.385  3.321  1.174  -0.206
N  0.969  2.043  0.819  -0.417
C  2.279  2.077  0.198  -0.409
C  0.279  0.858  0.913  0.821
O  0.918  -0.227  0.676  -0.791
H  -1.674  -0.505  -0.271  0.197
H  -2.855  0.064  0.958  0.223
H  -1.607  -1.155  1.362  0.193
H  -2.098  2.568  0.507  0.196
H  -2.573  1.925  2.103  0.222
H  -0.392  2.674  3.089  0.226
H  -1.264  4.012  2.339  0.240
H  1.144  3.936  1.639  0.220
H  0.024  3.829  0.270  0.195
H  2.239  2.642  -0.741  0.203
H  2.997  2.547  0.862  0.207
H  2.588  1.056  -0.004  0.240

Summary:
* <S²>: 6.03
* E_tot: -29514.5166 eV
* net charge: +1
* E_HOMO (alpha / beta): -7.80 / -11.49 eV
* Kohn-Sham gap (alpha / beta): 5.65 / 5.01 eV
* energy relative to the best compared isomer or geometry (same formula, charge and spin): 11.0 kcal per mole
* spin multiplicity: 5

---

- The highest E_tot belongs to which entry?
  number 2

---

- Among the records above, which one has the highest E_tot?
  number 2